No. 1
{
  "formula": "C13H16CeCl2N2",
  "method": "ωB97M-V/def2-TZVPD",
  "elements": ["Ce", "Cl", "Cl", "C", "H", "H", "C", "C", "H", "C", "H", "C", "H", "H", "C", "H", "H", "C", "H", "H", "H", "H", "N", "C", "C", "C", "C", "N", "C", "C", "H", "H", "H", "H"],
  "positions_angstrom": [[0.784, -0.175, -0.022], [0.062, -2.607, -0.367], [1.437, 2.291, 0.346], [2.547, -0.290, -1.667], [3.215, 0.371, -1.090], [2.803, -1.360, -1.698], [-1.021, 0.487, -0.913], [1.457, 0.205, -2.380], [-1.675, 0.540, -0.007], [0.835, -0.588, -3.522], [1.139, 1.259, -2.257], [-0.459, -0.025, -4.146], [1.573, -0.684, -4.344], [0.650, -1.616, -3.160], [-1.702, -0.150, -3.260], [-0.311, 1.023, -4.442], [-0.646, -0.599, -5.065], [-1.729, 0.924, -2.138], [-2.586, -0.013, -3.898], [-1.756, -1.167, -2.842], [-1.202, 1.825, -2.485], [-2.774, 1.192, -1.905], [0.023, 0.089, 7.722], [0.013, 0.061, 6.551], [-0.034, -0.019, 5.110], [0.607, -1.070, 4.449], [0.561, -1.109, 3.059], [-0.045, -0.141, 2.337], [-0.716, 0.843, 2.975], [-0.750, 0.923, 4.364], [1.156, -1.836, 4.994], [1.045, -1.916, 2.502], [-1.194, 1.603, 2.357], [-1.305, 1.730, 4.845]],
  "mulliken_spin": [0.022, 0.004, 0.002, 0.008, -0.001, -0.001, 0.009, -0.002, -0.005, 0.000, 0.000, 0.000, -0.001, 0.000, 0.000, 0.000, 0.000, -0.002, 0.000, 0.000, 0.000, 0.000, 0.159, -0.032, 0.289, 0.015, 0.104, 0.227, 0.104, 0.021, 0.011, 0.029, 0.029, 0.012],
  "lumo_ha": [0.05356, 0.05446],
  "spin_multiplicity": 2,
  "charge": -1,
  "homo_lumo_gap_ev": [3.41, 5.20],
  "relative_energy_kcal_mol": 3.1
}

---

No. 2
{
  "formula": "C8H10NO3",
  "method": "ωB97M-V/def2-TZVPD",
  "elements": ["C", "C", "C", "C", "C", "C", "C", "C", "N", "O", "O", "O", "H", "H", "H", "H", "H", "H", "H", "H", "H", "H"],
  "positions_angstrom": [[0.074, -1.774, -2.385], [-0.442, -0.533, -1.975], [1.053, -2.124, -1.496], [0.262, -0.143, -0.846], [0.035, 0.994, 0.094], [-2.434, 1.169, 1.547], [2.026, -1.164, 0.582], [-1.224, 2.004, 1.173], [1.151, -1.141, -0.549], [1.279, 1.583, 0.499], [-0.926, 2.032, -0.219], [-0.631, 2.737, 1.985], [-0.235, -2.350, -3.243], [-1.221, 0.032, -2.450], [1.689, -2.991, -1.457], [-2.628, 1.308, 2.609], [-2.282, 0.114, 1.333], [-3.298, 1.515, 0.974], [2.438, -2.168, 0.702], [2.840, -0.445, 0.466], [1.466, -0.885, 1.479], [1.009, 2.231, 1.177]],
  "mulliken_spin": [-0.025, 0.212, 0.151, 0.218, 0.560, 0.120, 0.360, 0.503, -0.335, 0.031, 0.062, 0.218, -0.015, 0.007, 0.018, 0.018, -0.088, 0.042, -0.047, -0.003, -0.016, 0.009],
  "lumo_ha": [0.14083, 0.12743],
  "spin_multiplicity": 3,
  "charge": -1,
  "homo_lumo_gap_ev": [2.88, 8.36],
  "relative_energy_kcal_mol": 9.5
}

---

No. 3
{
  "formula": "C29H46AsBrN3O4PbS3Si3",
  "method": "ωB97M-V/def2-TZVPD",
  "elements": ["Pb", "O", "N", "C", "C", "C", "C", "C", "S", "H", "H", "H", "H", "O", "C", "C", "C", "N", "C", "Br", "C", "H", "H", "H", "H", "O", "C", "O", "C", "C", "C", "C", "C", "C", "H", "H", "H", "H", "H", "C", "Si", "C", "C", "As", "Si", "C", "C", "C", "Si", "C", "C", "C", "H", "H", "H", "H", "H", "H", "H", "H", "H", "H", "H", "H", "H", "H", "H", "H", "H", "H", "H", "H", "H", "H", "H", "H", "H", "H", "H", "C", "S", "C", "H", "H", "H", "H", "H", "H", "S", "C", "N"],
  "positions_angstrom": [[-0.344, -0.290, -0.620], [1.872, -0.916, 0.909], [3.026, -1.245, 0.375], [4.135, -0.511, 0.610], [5.332, -0.849, 0.027], [5.402, -1.962, -0.806], [4.264, -2.717, -1.017], [3.078, -2.336, -0.414], [1.532, -3.165, -0.538], [3.979, 0.324, 1.275], [6.203, -0.243, 0.233], [6.337, -2.244, -1.270], [4.274, -3.602, -1.637], [-4.049, -4.257, 2.977], [-3.110, -3.559, 2.328], [-2.216, -2.695, 2.958], [-1.309, -2.014, 2.181], [-1.234, -2.145, 0.849], [-2.085, -2.993, 0.277], [-1.987, -3.149, -1.606], [-3.037, -3.721, 0.948], [-4.042, -4.057, 3.919], [-2.237, -2.548, 4.031], [-0.599, -1.328, 2.624], [-3.728, -4.370, 0.431], [1.324, -2.052, -3.062], [1.537, -3.230, -3.107], [1.809, -3.964, -1.962], [1.610, -4.063, -4.325], [1.757, -5.446, -4.266], [1.793, -6.181, -5.440], [1.684, -5.538, -6.666], [1.536, -4.157, -6.725], [1.497, -3.420, -5.555], [1.835, -5.944, -3.309], [1.904, -7.256, -5.399], [1.709, -6.116, -7.581], [1.442, -3.660, -7.682], [1.369, -2.345, -5.578], [0.703, 3.199, 4.543], [0.414, 1.499, 3.839], [-0.826, 0.553, 4.874], [2.021, 0.563, 3.812], [-0.486, 1.669, 1.654], [0.663, 3.473, 0.662], [2.491, 3.205, 0.929], [0.122, 5.128, 1.325], [0.299, 3.394, -1.169], [-2.719, 2.436, 1.957], [-3.761, 0.973, 2.458], [-3.252, 3.183, 0.338], [-2.777, 3.710, 3.320], [1.083, 3.105, 5.565], [-0.209, 3.795, 4.576], [1.450, 3.746, 3.963], [-0.727, 0.847, 5.923], [-0.628, -0.521, 4.819], [-1.860, 0.726, 4.573], [2.282, 0.279, 4.836], [2.836, 1.177, 3.420], [1.951, -0.338, 3.199], [2.751, 3.101, 1.985], [3.055, 4.051, 0.524], [2.810, 2.303, 0.401], [0.309, 5.226, 2.396], [-0.942, 5.299, 1.147], [0.676, 5.921, 0.813], [0.701, 2.491, -1.639], [0.754, 4.257, -1.667], [-0.777, 3.423, -1.360], [-3.347, 0.024, 2.113], [-4.757, 1.061, 2.015], [-3.881, 0.934, 3.543], [-3.116, 2.467, -0.475], [-2.701, 4.099, 0.111], [-4.315, 3.439, 0.391], [-2.517, 3.267, 4.285], [-3.799, 4.093, 3.403], [-2.116, 4.559, 3.139], [-2.133, 2.348, -3.791], [-1.263, 0.798, -3.514], [0.227, 1.085, -4.487], [-1.521, 3.195, -3.483], [-3.045, 2.320, -3.195], [-2.399, 2.445, -4.843], [-0.015, 1.181, -5.544], [0.875, 0.219, -4.337], [0.744, 1.983, -4.148], [-5.204, -1.055, -0.429], [-3.734, -0.419, -0.550], [-2.650, 0.045, -0.609]],
  "lowdin_charge": [1.050, -0.318, -0.215, 0.004, -0.025, -0.034, -0.024, -0.409, 1.063, 0.125, 0.120, 0.120, 0.125, 0.115, -0.290, 0.023, -0.135, -0.110, -0.736, 0.832, -0.030, 0.125, 0.123, 0.080, 0.129, 0.039, -0.498, -0.377, -0.138, -0.009, -0.058, -0.058, -0.057, -0.006, 0.119, 0.111, 0.112, 0.111, 0.117, -0.205, 0.277, -0.203, -0.212, 0.782, 0.257, -0.204, -0.201, -0.228, 0.289, -0.218, -0.209, -0.208, 0.045, 0.017, 0.020, 0.045, 0.022, 0.004, 0.044, 0.019, 0.007, 0.013, 0.044, 0.018, 0.022, 0.020, 0.043, -0.001, 0.051, 0.012, -0.004, 0.035, 0.029, -0.002, 0.020, 0.047, 0.024, 0.045, 0.016, -0.388, 0.661, -0.394, 0.026, 0.036, 0.044, 0.043, 0.014, 0.034, 0.598, -1.016, -0.150],
  "lumo_ha": -0.08963,
  "charge": 1,
  "homo_lumo_gap_ev": 7.65,
  "relative_energy_kcal_mol": 19.6
}

---

No. 4
{
  "formula": "C46H49AsBrN4O2P2Pd",
  "method": "ωB97M-V/def2-TZVPD",
  "elements": ["Pd", "C", "N", "C", "P", "C", "C", "C", "C", "C", "C", "C", "C", "C", "C", "C", "C", "C", "C", "C", "C", "C", "C", "P", "C", "C", "C", "C", "C", "C", "C", "C", "C", "C", "C", "C", "H", "H", "H", "H", "H", "H", "H", "H", "H", "H", "H", "H", "H", "H", "H", "H", "H", "H", "H", "H", "H", "H", "H", "H", "H", "H", "H", "H", "H", "Br", "C", "C", "C", "C", "C", "N", "C", "O", "O", "H", "H", "H", "C", "C", "C", "C", "N", "N", "C", "H", "H", "H", "H", "H", "H", "H", "H", "C", "As", "C", "C", "H", "H", "H", "H", "H", "H", "H", "H", "H"],
  "positions_angstrom": [[0.138, 0.108, 0.739], [3.203, -1.206, 1.352], [2.664, -2.499, 1.730], [1.379, -2.539, 2.459], [0.463, -0.982, 2.874], [-0.972, -1.711, 3.670], [-2.207, -1.742, 3.026], [-3.285, -2.346, 3.659], [-3.131, -2.910, 4.916], [-1.900, -2.869, 5.562], [-0.819, -2.265, 4.945], [1.391, -0.108, 4.136], [0.833, 1.079, 4.615], [1.459, 1.773, 5.636], [2.647, 1.294, 6.177], [3.207, 0.115, 5.704], [2.578, -0.590, 4.688], [3.248, -3.666, 1.369], [4.527, -3.713, 0.729], [5.088, -4.912, 0.388], [4.423, -6.115, 0.658], [3.169, -6.095, 1.284], [2.588, -4.909, 1.637], [2.261, -0.458, -0.071], [2.526, -1.659, -1.388], [3.705, -1.638, -2.139], [3.927, -2.615, -3.096], [2.981, -3.615, -3.301], [1.809, -3.635, -2.557], [1.573, -2.651, -1.605], [3.192, 1.034, -0.468], [2.510, 1.995, -1.222], [3.136, 3.182, -1.562], [4.439, 3.426, -1.143], [5.122, 2.477, -0.395], [4.506, 1.277, -0.064], [4.245, -1.299, 1.075], [3.139, -0.523, 2.201], [1.514, -3.113, 3.379], [0.644, -3.073, 1.847], [-2.335, -1.286, 2.054], [-4.252, -2.364, 3.174], [-3.977, -3.373, 5.407], [-1.790, -3.294, 6.550], [0.132, -2.203, 5.464], [-0.094, 1.457, 4.196], [1.017, 2.684, 6.017], [3.130, 1.834, 6.980], [4.121, -0.265, 6.140], [3.012, -1.527, 4.354], [5.089, -2.816, 0.525], [6.062, -4.931, -0.081], [4.880, -7.058, 0.390], [2.657, -7.025, 1.492], [1.619, -4.926, 2.109], [4.438, -0.852, -1.994], [4.834, -2.597, -3.686], [3.161, -4.378, -4.047], [1.078, -4.418, -2.717], [0.655, -2.653, -1.031], [1.479, 1.823, -1.513], [2.607, 3.926, -2.143], [4.924, 4.358, -1.401], [6.138, 2.665, -0.075], [5.067, 0.550, 0.510], [-0.978, -4.915, 0.024], [-2.118, -3.568, -0.676], [-3.315, -3.945, -1.268], [-4.121, -2.937, -1.767], [-3.707, -1.612, -1.663], [-2.498, -1.363, -1.047], [-1.708, -2.324, -0.548], [-1.925, 0.001, -0.745], [-1.978, 0.336, 0.477], [-1.310, 0.643, -1.627], [-3.603, -4.985, -1.322], [-5.071, -3.180, -2.224], [-4.324, -0.802, -2.026], [2.979, 4.244, 3.169], [1.768, 3.640, 2.550], [0.480, 4.107, 2.409], [-0.222, 3.129, 1.688], [0.600, 2.112, 1.402], [1.794, 2.429, 1.965], [-1.651, 3.187, 1.271], [2.696, 5.076, 3.808], [3.657, 4.626, 2.403], [3.519, 3.513, 3.772], [0.090, 5.046, 2.763], [2.622, 1.919, 1.704], [-1.992, 4.219, 1.312], [-2.283, 2.594, 1.932], [-1.779, 2.807, 0.261], [0.452, -0.891, -5.192], [-0.803, 0.029, -4.034], [-0.546, 1.918, -4.309], [-2.571, -0.381, -4.676], [0.311, -0.493, -6.199], [0.258, -1.960, -5.175], [1.464, -0.691, -4.847], [-1.421, 2.310, -4.826], [0.347, 2.066, -4.913], [-0.446, 2.424, -3.352], [-2.567, -0.155, -5.744], [-3.295, 0.253, -4.170], [-2.811, -1.429, -4.519]],
  "mulliken_spin": [1.206, -0.022, 0.379, 0.029, 0.153, -0.007, 0.019, 0.002, 0.001, 0.004, 0.012, 0.040, 0.033, -0.006, 0.014, -0.005, 0.026, 0.169, 0.133, -0.028, 0.232, -0.023, 0.143, -0.018, 0.041, 0.004, -0.004, 0.004, -0.007, 0.086, -0.029, 0.089, 0.014, 0.003, 0.001, -0.006, 0.024, 0.016, 0.003, 0.001, 0.001, 0.000, 0.000, 0.000, 0.001, 0.003, 0.000, 0.000, 0.000, -0.004, -0.006, 0.002, 0.001, 0.003, -0.003, 0.002, 0.000, 0.000, 0.000, 0.015, -0.037, 0.000, 0.000, 0.000, 0.002, 0.001, 0.021, 0.003, -0.004, 0.006, -0.036, -0.008, 0.003, 0.076, 0.201, 0.000, 0.000, 0.001, 0.000, 0.012, 0.007, 0.000, 0.137, 0.009, 0.000, 0.001, 0.001, 0.000, 0.003, 0.001, -0.001, 0.000, 0.002, 0.082, 0.656, 0.019, 0.037, 0.033, -0.004, -0.001, 0.015, 0.004, -0.003, 0.026, -0.004, -0.004],
  "lumo_ha": [-0.24358, -0.37562],
  "spin_multiplicity": 5,
  "charge": 3,
  "homo_lumo_gap_ev": [8.57, 5.72],
  "relative_energy_kcal_mol": 0.0
}

---

No. 5
{
  "formula": "C6H14O",
  "method": "ωB97M-V/def2-TZVPD",
  "elements": ["C", "C", "C", "C", "C", "C", "O", "H", "H", "H", "H", "H", "H", "H", "H", "H", "H", "H", "H", "H", "H"],
  "positions_angstrom": [[0.054, -0.539, 3.420], [-0.112, -0.945, 1.957], [-0.100, 0.230, 0.978], [-0.161, -0.240, -0.475], [0.049, 0.866, -1.505], [0.074, 0.315, -2.920], [0.300, 1.386, -3.817], [0.346, -1.395, 4.037], [-0.873, -0.130, 3.836], [0.831, 0.227, 3.532], [0.698, -1.632, 1.675], [-1.045, -1.513, 1.835], [-0.935, 0.913, 1.191], [0.820, 0.813, 1.132], [-1.126, -0.736, -0.657], [0.609, -1.012, -0.622], [-0.742, 1.623, -1.432], [1.000, 1.382, -1.317], [0.870, -0.444, -3.000], [-0.882, -0.191, -3.137], [0.327, 1.024, -4.710]],
  "nbo_charge": [-0.604, -0.390, -0.387, -0.389, -0.411, -0.050, -0.720, 0.209, 0.203, 0.201, 0.192, 0.195, 0.196, 0.193, 0.195, 0.191, 0.204, 0.203, 0.151, 0.152, 0.467],
  "lumo_ha": 0.03708,
  "homo_lumo_gap_ev": 11.30,
  "relative_energy_kcal_mol": 8.5,
  "smiles": "CCCCCCO"
}